(1)
Molecular formula: C37H24AlF6O6
Method: DFT, ωB97M-V/def2-TZVPD

The spin multiplicity is 1. The value obtained for the HOMO-LUMO gap is 6.30 eV. As for the highest occupied orbital energy: -5.385 eV. The total energy comes out at -2717.55028 hartree. The charge is -1.

Positions of all 74 atoms, in Å:
O: 2.18436 -0.10349 0.86370
O: 3.02899 -0.84083 -0.00041
C: 2.47203 -2.19122 -0.08016
Al: 0.44691 -2.06393 0.13412
F: -0.24873 -0.86869 -0.94729
C: -0.49850 -3.89180 -0.15494
F: -0.62930 -4.10854 -1.53396
F: 0.20389 -4.96624 0.37383
C: -1.86310 -3.78570 0.46065
C: -2.10981 -4.23688 1.73574
C: -3.37216 -4.07019 2.26023
C: -4.33989 -3.45197 1.51820
C: -4.08803 -3.02084 0.24075
C: -5.15139 -2.35998 -0.62091
F: -4.59058 -1.35086 -1.32803
F: -6.13018 -1.86828 0.14819
F: -5.63671 -3.22919 -1.53254
C: -2.83043 -3.17966 -0.30392
H: 1.78986 0.62943 0.36475
H: 2.78944 -2.58839 -1.04955
H: 2.92173 -2.74399 0.76031
H: 0.02859 -1.63697 1.63140
H: -1.31746 -4.71121 2.30235
H: -3.60238 -4.39927 3.26825
H: -5.32314 -3.30014 1.95440
H: -2.58666 -2.83279 -1.29996
C: -4.57871 -1.71659 -4.32843
C: -4.55225 -2.13740 -5.65500
C: -3.93439 -1.36190 -6.62056
C: -3.34884 -0.15326 -6.26716
C: -3.39637 0.28065 -4.93907
C: -4.00259 -0.50939 -3.96842
C: -2.81772 1.59564 -4.54908
O: -2.85477 1.97857 -3.40056
C: -2.19846 2.44113 -5.61035
C: -1.70215 3.69532 -5.27786
C: -1.11281 4.48627 -6.24939
C: -1.00855 4.02404 -7.55793
C: -1.50646 2.77732 -7.89545
C: -2.11087 1.98551 -6.92603
C: -2.67294 0.66108 -7.31129
O: -2.58428 0.26088 -8.45595
H: -5.05302 -2.33045 -3.57929
H: -5.01388 -3.07644 -5.93330
H: -3.90921 -1.69284 -7.65017
H: -4.02302 -0.17702 -2.94593
H: -1.78008 4.05243 -4.25971
H: -0.73070 5.46515 -5.98870
H: -0.54093 4.64098 -8.31499
H: -1.43005 2.41861 -8.91311
C: 4.11721 -1.40482 3.66399
C: 4.47999 -1.87294 4.92226
C: 4.66152 -0.98523 5.97054
C: 4.49195 0.37719 5.76225
C: 4.14930 0.85011 4.48921
C: 3.95232 -0.04714 3.44560
C: 4.00991 2.30868 4.23519
O: 3.71049 2.73019 3.13832
C: 4.25688 3.25294 5.36454
C: 4.18663 4.62152 5.13540
C: 4.40036 5.50993 6.17569
C: 4.67717 5.03464 7.45401
C: 4.75350 3.67206 7.68628
C: 4.55294 2.77711 6.64181
C: 4.67237 1.31430 6.90025
O: 4.91761 0.90411 8.01862
H: 3.96625 -2.09976 2.84815
H: 4.61894 -2.93430 5.08538
H: 4.93834 -1.35049 6.95045
H: 3.67409 0.30751 2.46248
H: 3.96800 4.99024 4.14215
H: 4.34973 6.57603 5.99333
H: 4.83720 5.73040 8.26814
H: 4.97300 3.30109 8.67845

***

(2)
Molecular formula: C37H26N7ReS2
Method: DFT, ωB97M-V/def2-TZVPD

The spin multiplicity is 2. The value obtained for the HOMO-LUMO gap (alpha / beta) is 7.03 / 6.39 eV. As for the highest occupied orbital energy (alpha / beta): -10.637 / -10.492 eV. The total energy comes out at -2683.47137 hartree. The charge is +1.

Positions of all 73 atoms, in Å:
Re: -0.84085 0.18943 0.00633
C: -2.09351 0.14718 4.19645
C: -0.93781 0.03601 4.96329
C: 0.26650 0.05153 4.31468
C: 0.33071 0.15711 2.91658
N: -0.79650 0.23633 2.16683
C: -1.97990 0.24659 2.83682
N: 1.60846 0.21696 2.41731
C: 1.93699 0.36343 1.19555
N: 1.13372 0.40627 0.05949
C: 1.94015 0.63725 -1.06882
N: 1.62354 0.71984 -2.29561
C: 0.38086 0.49147 -2.85383
C: 0.35075 0.54968 -4.24953
C: -0.79542 0.23901 -4.93952
C: -1.91321 -0.14652 -4.21238
C: -1.83521 -0.16062 -2.84280
N: -0.72565 0.17789 -2.14713
C: 3.32886 0.75828 -0.60275
C: 4.49425 1.00525 -1.30640
C: 5.67293 1.05554 -0.57574
C: 5.67562 0.86315 0.80770
C: 4.50025 0.61640 1.50417
C: 3.33133 0.56770 0.76765
H: -3.07749 0.15456 4.64260
H: -0.98588 -0.04780 6.04088
H: 1.20741 -0.00736 4.84073
H: -2.86199 0.33370 2.22807
H: 1.26843 0.82572 -4.74720
H: -0.81887 0.27883 -6.02057
H: -2.83871 -0.42908 -4.69231
H: -2.69090 -0.44869 -2.25442
H: 4.47674 1.15436 -2.37766
H: 6.60920 1.24817 -1.08322
H: 6.61418 0.90992 1.34387
H: 4.48945 0.47021 2.57582
S: -3.18700 1.08255 -0.14340
C: -2.28250 2.55378 -0.13399
N: -0.99571 2.38993 -0.06009
C: -0.31343 3.60362 -0.05060
C: 1.06178 3.80474 0.05384
C: 1.54209 5.09948 0.05521
C: 0.67890 6.19446 -0.04390
C: -0.68577 6.00997 -0.14142
C: -1.17051 4.70703 -0.14306
S: -2.82884 4.18253 -0.22864
H: 1.74321 2.97072 0.14015
H: 2.60759 5.26794 0.13751
H: 1.08252 7.19782 -0.03934
H: -1.35860 6.85431 -0.21050
C: -0.11515 -4.21338 -3.26251
C: 0.86142 -3.44324 -2.64757
C: 0.53318 -2.62304 -1.57722
C: -0.77621 -2.57368 -1.12422
C: -1.75250 -3.36937 -1.71583
C: -1.42150 -4.17869 -2.79109
N: -1.11880 -1.70115 -0.02919
C: -1.73769 -2.41928 1.05504
C: -3.09626 -2.28804 1.29472
C: -3.67762 -2.95963 2.36367
C: -2.89980 -3.74987 3.19365
C: -1.53819 -3.88492 2.94343
C: -0.95693 -3.23194 1.86871
H: 0.14261 -4.85084 -4.09782
H: 1.88543 -3.48214 -2.99652
H: 1.29457 -2.03320 -1.08311
H: -2.76616 -3.34556 -1.33311
H: -2.18389 -4.78681 -3.26078
H: -3.69995 -1.67299 0.63638
H: -4.74102 -2.86318 2.54283
H: -3.35124 -4.27020 4.02791
H: -0.92829 -4.50739 3.58515
H: 0.10187 -3.33806 1.66079

***

Q: Which value of charge does entry 2 give?
A: +1

***

Q: Among the records above, which one has the highest charge?
A: C37H26N7ReS2